(1)
Molecular formula: C38H43F15O10
Method: DFT, ωB97M-V/def2-TZVPD

For the largest force on an atom, the calculation gives 6.0 eV/Å. The SMILES is CCOC(=O)C(F)(F)F.CCOC(=O)C(F)(F)F.CCOC(=O)C(F)(F)F.CCOC(=O)C(F)(F)F.CCOC(=O)C(F)(F)F.c1ccccc1.c1ccccc1.c1ccccc1. As for the energy relative to the best compared isomer or geometry (same formula, charge and spin): 65.09 kcal per mole. As for the electronic energy: -101338.725 eV. The HOMO energy is -9.26 eV. For the HOMO-LUMO gap, the calculation gives 9.448 eV.

ORCA input file:
```
! RIJCOSX wB97M-V def2-TZVPD def2/J DEFGRID3
* xyz 0 1
C -0.94 -6.61 -1.48
C -1.93 -5.68 -1.39
C -1.96 -4.56 -2.25
C -0.97 -4.45 -3.29
C 0.04 -5.40 -3.36
C 0.04 -6.45 -2.42
H -0.81 -7.33 -0.69
H -2.61 -5.66 -0.54
H -2.73 -3.81 -2.12
H -0.95 -3.55 -3.87
H 0.74 -5.35 -4.18
H 0.88 -7.14 -2.53
C -8.09 2.02 -0.92
C -6.71 2.23 -1.11
C -5.89 1.15 -1.48
C -6.44 -0.11 -1.69
C -7.81 -0.28 -1.54
C -8.64 0.75 -1.06
H -8.67 2.85 -0.53
H -6.20 3.11 -0.75
H -4.82 1.25 -1.56
H -5.83 -0.96 -1.97
H -8.26 -1.23 -1.80
H -9.67 0.60 -0.78
C 0.54 2.61 7.77
C 0.98 3.65 8.60
C 1.79 4.65 8.11
C 2.21 4.58 6.77
C 1.74 3.61 5.89
C 0.88 2.64 6.42
H -0.20 1.91 8.12
H 0.59 3.69 9.61
H 2.01 5.50 8.73
H 2.82 5.39 6.41
H 2.12 3.70 4.88
H 0.36 2.00 5.72
C -6.05 -4.68 11.83
C -5.13 -3.54 11.87
O -4.16 -3.76 10.80
C -3.79 -2.78 9.88
O -4.26 -1.63 9.88
C -2.65 -3.17 8.94
F -3.10 -3.26 7.64
F -1.75 -2.21 8.92
F -2.05 -4.32 9.29
H -6.75 -4.52 11.01
H -6.70 -4.69 12.70
H -5.49 -5.62 11.79
H -4.59 -3.55 12.81
H -5.61 -2.56 11.91
C -0.77 6.95 -4.33
C -1.33 7.19 -5.77
O -1.89 5.96 -6.26
C -2.46 5.99 -7.49
O -2.33 6.92 -8.31
C -3.48 4.82 -7.66
F -3.86 4.25 -6.49
F -4.60 5.26 -8.27
F -2.92 3.84 -8.46
H -1.57 6.68 -3.64
H -0.25 7.75 -3.82
H -0.05 6.14 -4.29
H -0.57 7.65 -6.40
H -2.04 8.02 -5.80
C -1.81 -0.68 1.69
C -0.57 -1.23 0.95
O -0.44 -0.45 -0.24
C 0.03 0.81 -0.19
O 0.47 1.37 0.83
C 0.06 1.48 -1.57
F -0.69 0.86 -2.54
F -0.44 2.71 -1.43
F 1.32 1.53 -2.04
H -2.00 -1.30 2.57
H -2.72 -0.68 1.08
H -1.77 0.36 2.00
H -0.64 -2.29 0.70
H 0.31 -1.09 1.58
C 4.69 -3.23 -1.29
C 5.72 -4.37 -1.08
O 6.96 -3.99 -1.65
C 8.01 -4.89 -1.71
O 7.94 -6.06 -1.20
C 9.31 -4.32 -2.31
F 10.10 -5.29 -2.67
F 9.04 -3.59 -3.37
F 9.91 -3.52 -1.45
H 3.69 -3.46 -0.91
H 4.55 -3.02 -2.35
H 4.96 -2.26 -0.88
H 5.47 -5.36 -1.45
H 5.78 -4.52 0.00
C 6.41 -0.02 -6.16
C 6.71 1.26 -5.28
O 6.70 2.40 -6.13
C 5.63 3.31 -6.02
O 4.74 3.22 -5.19
C 5.68 4.37 -7.18
F 6.87 4.31 -7.89
F 4.68 4.14 -8.09
F 5.46 5.63 -6.72
H 7.11 -0.17 -6.98
H 5.41 0.08 -6.57
H 6.45 -0.97 -5.62
H 7.62 1.17 -4.68
H 5.91 1.32 -4.54
*
```

(2)
Molecular formula: C38H43N2P2S2Sm
Method: DFT, ωB97M-V/def2-TZVPD

For the largest force on an atom, the calculation gives 0.8 eV/Å. As for the energy relative to the best compared isomer or geometry (same formula, charge and spin): 1.50 kcal per mole. As for the electronic energy: -101225.461 eV. The HOMO energy (alpha / beta) is -12.68 / -12.68 eV. For the HOMO-LUMO gap (alpha / beta), the calculation gives 6.268 / 7.738 eV.

ORCA input file:
```
! RIJCOSX wB97M-V def2-TZVPD def2/J DEFGRID3
* xyz 2 6
Sm 0.20 -0.11 -0.77
C -2.95 0.79 0.72
C -2.52 -0.52 1.37
N -1.05 -0.62 1.48
C -0.44 0.07 2.63
C -0.40 1.59 2.55
S 0.27 2.28 0.99
C -1.12 3.24 0.30
C -1.97 2.52 -0.75
N -2.13 1.08 -0.46
H -4.01 0.72 0.45
H -2.88 1.62 1.42
H -2.99 -0.62 2.35
H -2.85 -1.36 0.75
H -0.84 -1.61 1.62
H -0.97 -0.19 3.56
H 0.58 -0.31 2.73
H -1.38 2.05 2.70
H 0.25 1.96 3.34
H -1.70 3.58 1.15
H -0.67 4.13 -0.14
H -2.93 3.03 -0.82
H -1.50 2.59 -1.74
H -2.55 0.67 -1.29
C 3.37 -1.77 -1.73
C 2.04 -2.52 -1.93
P 1.25 -2.82 -0.28
C 2.45 -3.90 0.53
C 2.93 -5.05 -0.10
C 3.86 -5.84 0.55
C 4.31 -5.50 1.82
C 3.84 -4.36 2.45
C 2.90 -3.56 1.80
C -0.26 -3.76 -0.65
C -1.31 -3.04 -1.24
C -2.53 -3.64 -1.52
C -2.72 -4.98 -1.20
C -1.69 -5.70 -0.59
C -0.47 -5.09 -0.32
P 3.12 -0.05 -1.14
C 2.50 0.83 -2.62
C 2.87 0.51 -3.92
C 2.44 1.28 -4.99
C 1.64 2.40 -4.77
C 1.27 2.74 -3.48
C 1.69 1.96 -2.42
C 4.78 0.68 -0.99
C 5.92 -0.12 -0.98
C 7.18 0.46 -0.89
C 7.30 1.84 -0.80
C 6.16 2.64 -0.80
C 4.91 2.06 -0.89
H 3.96 -1.76 -2.65
H 3.96 -2.28 -0.98
H 2.21 -3.49 -2.41
H 1.36 -1.98 -2.60
H 2.58 -5.34 -1.08
H 4.23 -6.74 0.07
H 5.04 -6.12 2.32
H 4.19 -4.09 3.43
H 2.53 -2.66 2.29
H -1.22 -1.99 -1.52
H -3.32 -3.07 -2.00
H -3.66 -5.46 -1.42
H -1.84 -6.73 -0.33
H 0.31 -5.66 0.16
H 3.53 -0.33 -4.12
H 2.74 1.03 -6.00
H 1.31 3.00 -5.60
H 0.66 3.62 -3.31
H 1.46 2.28 -1.41
H 5.85 -1.20 -1.04
H 8.06 -0.17 -0.88
H 8.28 2.29 -0.74
H 6.26 3.71 -0.73
H 4.03 2.70 -0.90
S -1.09 0.06 -3.10
C -1.05 -1.21 -4.36
C 0.13 -1.64 -4.96
C 0.10 -2.64 -5.93
C -1.11 -3.20 -6.31
C -2.29 -2.76 -5.73
C -2.26 -1.77 -4.76
H 1.07 -1.18 -4.69
H 1.02 -2.96 -6.39
H -1.13 -3.97 -7.07
H -3.24 -3.18 -6.04
H -3.18 -1.42 -4.31
*
```

(3)
Molecular formula: C38H43NO3P2Sr
Method: DFT, ωB97M-V/def2-TZVPD

For the largest force on an atom, the calculation gives 1.0 eV/Å. As for the energy relative to the best compared isomer or geometry (same formula, charge and spin): 9.30 kcal per mole. As for the electronic energy: -67137.617 eV. The HOMO energy is -12.09 eV. For the HOMO-LUMO gap, the calculation gives 7.134 eV.

ORCA input file:
```
! RIJCOSX wB97M-V def2-TZVPD def2/J DEFGRID3
* xyz 2 1
Sr -1.59 0.13 1.54
C -4.54 2.20 0.80
O -3.46 1.82 1.68
C -3.95 1.25 2.90
C -2.93 1.29 4.02
O -1.92 0.29 4.06
C -2.28 -1.00 4.57
C -1.58 -2.10 3.80
O -2.06 -2.25 2.45
C -3.22 -3.11 2.37
H -5.10 3.02 1.23
H -5.21 1.35 0.63
H -4.10 2.50 -0.15
H -4.33 0.23 2.71
H -4.81 1.83 3.25
H -3.49 1.27 4.96
H -2.40 2.25 4.00
H -3.36 -1.14 4.55
H -1.96 -1.06 5.61
H -1.75 -3.02 4.37
H -0.50 -1.93 3.75
H -2.94 -4.13 2.62
H -3.59 -3.07 1.35
H -4.00 -2.77 3.05
C 1.77 -0.73 -0.42
N 1.63 -0.02 -1.66
C 0.45 0.76 -1.89
P -1.11 -0.17 -1.50
C -0.93 -1.72 -2.41
C -0.49 -1.74 -3.74
C -0.33 -2.94 -4.40
C -0.62 -4.14 -3.75
C -1.06 -4.13 -2.43
C -1.21 -2.92 -1.77
C -2.36 0.81 -2.40
C -2.32 2.21 -2.36
C -3.32 2.95 -2.98
C -4.36 2.32 -3.63
C -4.41 0.93 -3.66
C -3.42 0.18 -3.05
C 2.77 0.23 -2.46
C 3.70 -0.79 -2.68
C 4.83 -0.55 -3.44
C 5.04 0.70 -4.02
C 4.11 1.70 -3.82
C 2.99 1.48 -3.04
P 1.43 0.34 1.09
C 2.51 1.76 0.82
C 1.99 3.04 0.93
C 2.78 4.15 0.68
C 4.11 3.97 0.31
C 4.64 2.69 0.20
C 3.85 1.58 0.46
C 2.17 -0.67 2.41
C 2.96 -0.08 3.40
C 3.45 -0.85 4.45
C 3.17 -2.21 4.51
C 2.39 -2.80 3.53
C 1.89 -2.03 2.49
H 2.80 -1.09 -0.33
H 1.12 -1.61 -0.37
H 0.40 1.04 -2.95
H 0.43 1.70 -1.31
H -0.27 -0.81 -4.25
H 0.01 -2.95 -5.42
H -0.50 -5.08 -4.27
H -1.28 -5.06 -1.93
H -1.55 -2.91 -0.73
H -1.50 2.72 -1.87
H -3.27 4.04 -2.97
H -5.13 2.90 -4.12
H -5.22 0.43 -4.18
H -3.45 -0.90 -3.10
H 3.53 -1.78 -2.27
H 5.54 -1.35 -3.61
H 5.92 0.88 -4.63
H 4.26 2.68 -4.27
H 2.29 2.29 -2.85
H 0.95 3.18 1.21
H 2.38 5.15 0.76
H 4.74 4.83 0.11
H 5.68 2.55 -0.08
H 4.27 0.59 0.37
H 3.20 0.97 3.35
H 4.07 -0.39 5.21
H 3.57 -2.81 5.32
H 2.18 -3.86 3.57
H 1.29 -2.51 1.72
*
```

(4)
Molecular formula: C38H44InN7S
Method: DFT, ωB97M-V/def2-TZVPD

For the largest force on an atom, the calculation gives 0.6 eV/Å. As for the energy relative to the best compared isomer or geometry (same formula, charge and spin): 26.46 kcal per mole. As for the electronic energy: -66563.618 eV. The HOMO energy is -0.97 eV. For the HOMO-LUMO gap, the calculation gives 4.973 eV.

ORCA input file:
```
! RIJCOSX wB97M-V def2-TZVPD def2/J DEFGRID3
* xyz -2 1
In -0.18 0.04 1.04
C -1.00 5.96 0.99
C -0.19 5.60 -0.26
C 0.47 4.27 -0.14
C 1.76 3.98 0.20
C 2.86 4.93 0.55
C 3.01 5.11 2.06
C 1.86 2.53 0.27
C 3.00 1.83 0.59
C 3.15 0.45 0.70
C 4.36 -0.22 1.15
C 5.66 0.45 1.47
C 6.59 0.55 0.26
C 4.07 -1.54 1.19
C 2.68 -1.67 0.78
C 1.97 -2.87 0.74
C 0.65 -3.04 0.37
N -0.22 -2.03 0.06
C -1.35 -2.61 -0.38
C -2.46 -1.91 -0.87
C -2.57 -0.54 -0.99
N -1.61 0.37 -0.67
C -2.17 1.60 -0.85
C -1.53 2.81 -0.65
C -0.20 2.98 -0.28
N 0.65 1.97 -0.03
C -3.54 1.46 -1.31
C -3.78 0.14 -1.42
C -5.05 -0.54 -1.83
C -4.99 -1.11 -3.25
C -4.50 2.59 -1.57
C -4.53 3.02 -3.03
C -1.23 -4.05 -0.33
C 0.01 -4.32 0.15
C 0.65 -5.66 0.34
C 1.53 -6.06 -0.85
C -2.31 -5.03 -0.68
C -3.27 -5.27 0.50
N 2.17 -0.45 0.47
C 4.97 -2.68 1.58
C 5.48 -3.47 0.36
H -1.50 6.92 0.88
H -0.35 6.00 1.87
H -1.76 5.20 1.19
H 0.57 6.37 -0.43
H -0.85 5.61 -1.13
H 2.67 5.91 0.09
H 3.81 4.57 0.13
H 2.10 5.53 2.49
H 3.85 5.77 2.31
H 3.17 4.14 2.54
H 3.88 2.43 0.82
H 6.16 -0.10 2.27
H 5.47 1.45 1.87
H 6.83 -0.44 -0.12
H 7.53 1.06 0.52
H 6.11 1.11 -0.54
H 2.52 -3.76 1.01
H -3.32 -2.50 -1.15
H -2.12 3.71 -0.81
H -5.87 0.18 -1.76
H -5.28 -1.34 -1.12
H -4.81 -0.32 -3.98
H -5.93 -1.61 -3.52
H -4.18 -1.83 -3.35
H -4.23 3.44 -0.94
H -5.49 2.28 -1.24
H -3.53 3.32 -3.37
H -5.21 3.86 -3.19
H -4.85 2.20 -3.67
H -0.12 -6.42 0.49
H 1.26 -5.66 1.25
H 0.93 -6.12 -1.76
H 2.02 -7.03 -0.69
H 2.31 -5.31 -1.02
H -1.87 -5.98 -0.99
H -2.88 -4.66 -1.53
H -2.72 -5.68 1.35
H -4.07 -5.96 0.23
H -3.71 -4.32 0.83
H 4.44 -3.36 2.25
H 5.82 -2.29 2.14
H 4.64 -3.86 -0.21
H 6.12 -4.30 0.67
H 6.05 -2.82 -0.30
S 0.31 0.32 3.26
N -6.19 3.11 2.67
C -5.76 2.14 2.18
N -5.41 1.04 1.55
C -4.22 0.51 1.71
N -3.23 -0.10 1.78
*
```

(5)
Molecular formula: C38H44IrOP2
Method: DFT, ωB97M-V/def2-TZVPD

For the largest force on an atom, the calculation gives 6.8 eV/Å. As for the energy relative to the best compared isomer or geometry (same formula, charge and spin): 0.00 kcal per mole. As for the electronic energy: -63560.372 eV. The HOMO energy (alpha / beta) is -11.02 / -13.10 eV. For the HOMO-LUMO gap (alpha / beta), the calculation gives 5.855 / 5.168 eV.

ORCA input file:
```
! RIJCOSX wB97M-V def2-TZVPD def2/J DEFGRID3
* xyz 2 6
Ir -2.69 -3.45 1.95
C -1.80 -5.49 2.19
C -0.86 -4.48 1.85
C -0.20 -4.40 0.49
C -0.98 -3.57 -0.57
C -2.39 -3.21 -0.12
C -3.35 -4.25 0.21
C -3.03 -5.72 -0.02
C -2.45 -6.43 1.23
C -4.06 -2.01 2.01
H -1.84 -5.83 3.24
H -0.23 -4.11 2.69
H -0.03 -5.42 0.08
H 0.79 -3.96 0.63
H -0.45 -2.64 -0.82
H -1.03 -4.13 -1.52
H -2.81 -2.26 -0.50
H -4.40 -3.96 0.07
H -2.33 -5.82 -0.87
H -3.97 -6.21 -0.29
H -3.23 -7.01 1.74
H -1.72 -7.18 0.89
H -4.86 -2.31 2.71
H -4.46 -1.83 1.00
H -3.51 -1.15 2.40
P 2.96 3.02 -0.14
P 0.71 3.94 -2.00
C 3.11 2.65 -1.91
C 2.18 3.18 -2.75
C 4.68 3.60 0.28
C 5.80 3.28 -0.50
C 7.08 3.70 -0.09
C 7.23 4.46 1.07
C 6.10 4.86 1.80
C 4.83 4.45 1.39
C 2.85 1.32 0.55
C 1.64 0.62 0.38
C 1.55 -0.71 0.83
C 2.64 -1.33 1.44
C 3.82 -0.60 1.65
C 3.92 0.73 1.24
C 0.66 5.43 -3.14
C 1.69 6.39 -2.98
C 1.87 7.38 -3.95
C 1.02 7.44 -5.06
C -0.05 6.54 -5.18
C -0.24 5.56 -4.20
C -0.65 2.92 -2.72
C -1.94 3.11 -2.21
C -3.03 2.48 -2.81
C -2.84 1.62 -3.89
C -1.54 1.36 -4.35
C -0.44 1.98 -3.75
H 3.94 2.03 -2.23
H 2.27 3.28 -3.84
H 5.71 2.69 -1.41
H 7.95 3.42 -0.69
H 8.23 4.76 1.40
H 6.22 5.48 2.69
H 3.95 4.79 1.93
H 0.79 1.11 -0.10
H 0.61 -1.25 0.72
H 2.58 -2.38 1.74
H 4.67 -1.07 2.15
H 4.83 1.31 1.44
H 2.36 6.33 -2.13
H 2.68 8.11 -3.84
H 1.18 8.19 -5.83
H -0.73 6.60 -6.03
H -1.08 4.87 -4.30
H -2.09 3.77 -1.35
H -4.04 2.65 -2.42
H -3.69 1.12 -4.37
H -1.37 0.67 -5.18
H 0.58 1.75 -4.07
C -3.75 -5.80 5.01
C -4.05 -4.40 4.46
C -4.56 -3.61 5.64
O -2.92 -3.74 3.92
H -2.88 -5.78 5.67
H -3.62 -6.55 4.22
H -4.61 -6.12 5.62
H -4.81 -4.50 3.67
H -3.74 -3.50 6.37
H -4.95 -2.64 5.36
H -5.36 -4.16 6.15
*
```

Repeat the third record exactly.
Molecular formula: C38H43NO3P2Sr
Method: DFT, ωB97M-V/def2-TZVPD

For the largest force on an atom, the calculation gives 1.0 eV/Å. As for the energy relative to the best compared isomer or geometry (same formula, charge and spin): 9.30 kcal per mole. As for the electronic energy: -67137.617 eV. The HOMO energy is -12.09 eV. For the HOMO-LUMO gap, the calculation gives 7.134 eV.

ORCA input file:
```
! RIJCOSX wB97M-V def2-TZVPD def2/J DEFGRID3
* xyz 2 1
Sr -1.59 0.13 1.54
C -4.54 2.20 0.80
O -3.46 1.82 1.68
C -3.95 1.25 2.90
C -2.93 1.29 4.02
O -1.92 0.29 4.06
C -2.28 -1.00 4.57
C -1.58 -2.10 3.80
O -2.06 -2.25 2.45
C -3.22 -3.11 2.37
H -5.10 3.02 1.23
H -5.21 1.35 0.63
H -4.10 2.50 -0.15
H -4.33 0.23 2.71
H -4.81 1.83 3.25
H -3.49 1.27 4.96
H -2.40 2.25 4.00
H -3.36 -1.14 4.55
H -1.96 -1.06 5.61
H -1.75 -3.02 4.37
H -0.50 -1.93 3.75
H -2.94 -4.13 2.62
H -3.59 -3.07 1.35
H -4.00 -2.77 3.05
C 1.77 -0.73 -0.42
N 1.63 -0.02 -1.66
C 0.45 0.76 -1.89
P -1.11 -0.17 -1.50
C -0.93 -1.72 -2.41
C -0.49 -1.74 -3.74
C -0.33 -2.94 -4.40
C -0.62 -4.14 -3.75
C -1.06 -4.13 -2.43
C -1.21 -2.92 -1.77
C -2.36 0.81 -2.40
C -2.32 2.21 -2.36
C -3.32 2.95 -2.98
C -4.36 2.32 -3.63
C -4.41 0.93 -3.66
C -3.42 0.18 -3.05
C 2.77 0.23 -2.46
C 3.70 -0.79 -2.68
C 4.83 -0.55 -3.44
C 5.04 0.70 -4.02
C 4.11 1.70 -3.82
C 2.99 1.48 -3.04
P 1.43 0.34 1.09
C 2.51 1.76 0.82
C 1.99 3.04 0.93
C 2.78 4.15 0.68
C 4.11 3.97 0.31
C 4.64 2.69 0.20
C 3.85 1.58 0.46
C 2.17 -0.67 2.41
C 2.96 -0.08 3.40
C 3.45 -0.85 4.45
C 3.17 -2.21 4.51
C 2.39 -2.80 3.53
C 1.89 -2.03 2.49
H 2.80 -1.09 -0.33
H 1.12 -1.61 -0.37
H 0.40 1.04 -2.95
H 0.43 1.70 -1.31
H -0.27 -0.81 -4.25
H 0.01 -2.95 -5.42
H -0.50 -5.08 -4.27
H -1.28 -5.06 -1.93
H -1.55 -2.91 -0.73
H -1.50 2.72 -1.87
H -3.27 4.04 -2.97
H -5.13 2.90 -4.12
H -5.22 0.43 -4.18
H -3.45 -0.90 -3.10
H 3.53 -1.78 -2.27
H 5.54 -1.35 -3.61
H 5.92 0.88 -4.63
H 4.26 2.68 -4.27
H 2.29 2.29 -2.85
H 0.95 3.18 1.21
H 2.38 5.15 0.76
H 4.74 4.83 0.11
H 5.68 2.55 -0.08
H 4.27 0.59 0.37
H 3.20 0.97 3.35
H 4.07 -0.39 5.21
H 3.57 -2.81 5.32
H 2.18 -3.86 3.57
H 1.29 -2.51 1.72
*
```

The highest electronic energy belongs to which entry?
C38H44IrOP2

Among the records above, which one has the highest energy relative to the best compared isomer or geometry (same formula, charge and spin)?
C38H43F15O10

electronic energy of number 4 (C38H44InN7S)?
-66563.618 eV